No. 1
DFT (the ωB97M-V functional and the def2-TZVPD basis) results for a molecular structure, C21H17BrN4O6Pt.

Computed properties:
Energy above the lowest of the compared OMol25 structures with the same formula, charge and spin in kcal per mole: 0.0
⟨S²⟩: 2.006
2S+1: 3
HOMO (spin up / spin down) in eV: -7.9520 / -8.7713
Molar mass in g mol⁻¹: 696.4
E_tot in eV: -113585.0813

Geometry (Å):
Pt 0.95702 -0.92371 -1.99357
O 3.47187 3.03435 -0.05366
C 3.55900 1.76385 0.48356
C 3.78285 1.57003 1.83955
C 3.89805 0.28036 2.34092
C 3.79266 -0.80619 1.48386
C 3.55764 -0.58926 0.13164
C 3.41632 0.69114 -0.39012
C 3.14234 0.88660 -1.88898
O 2.87336 -0.29170 -2.51408
N 1.99620 1.83634 -2.09972
N 0.79997 1.24401 -1.99151
C -0.24949 1.89634 -1.67072
C -1.60494 1.32192 -1.63730
Br -1.86578 -0.32821 -2.53706
C -2.60075 1.94634 -1.01526
C -4.02712 1.58598 -0.87020
C -4.80481 1.10758 -1.92473
C -6.14200 0.79467 -1.72516
C -6.72045 0.95932 -0.47462
C -5.96228 1.46316 0.57371
C -4.62950 1.78474 0.37170
H 3.74515 3.67856 0.60786
H 3.88235 2.42837 2.49759
H 4.08214 0.13074 3.39828
H 3.89416 -1.81538 1.86425
H 3.48130 -1.42137 -0.55768
H 4.00075 1.39289 -2.34009
H 2.07769 2.73327 -1.63679
H -0.16871 2.95373 -1.42193
H -2.30210 2.85897 -0.50172
H -4.37115 0.99582 -2.90918
H -6.73383 0.42316 -2.55287
H -7.76238 0.70812 -0.32030
H -6.40966 1.60747 1.54892
H -4.04069 2.18555 1.19073
O 0.77923 -5.25027 2.03306
C 0.87402 -4.07489 2.62693
O 1.04306 -3.94938 3.81519
C 0.73143 -2.85929 1.77015
C 0.69528 -1.58990 2.30183
N 0.57132 -0.73237 1.27911
N 0.52832 -1.37125 0.10795
C 0.64742 -2.65951 0.37784
C 0.71033 -3.59680 -0.79174
O 0.68984 -4.80631 -0.56894
O 0.81678 -3.04493 -1.94123
H 0.63004 -5.15114 1.04958
H 0.74323 -1.27348 3.33217
H 0.52450 0.27202 1.30275


No. 2
DFT (the ωB97M-V functional and the def2-TZVPD basis) results for a molecular structure, C21H17Cl2KO3S.

Computed properties:
Energy above the lowest of the compared OMol25 structures with the same formula, charge and spin in kcal per mole: 26.6
HOMO in eV: -7.1413
Molar mass in g mol⁻¹: 459.4
E_tot in eV: -80400.4866

Geometry (Å):
K -1.60125 0.22270 1.77722
Cl -9.03575 -1.04830 1.65392
C -7.30365 -1.08140 1.63362
C -6.64275 -2.31790 1.62362
C -5.28015 -2.33520 1.60372
Cl -4.44405 -3.83750 1.60112
C -4.45815 -1.15190 1.58042
O -3.20645 -1.22030 1.55972
C -5.19535 0.08620 1.59052
C -4.53895 1.34840 1.55662
O -3.33565 1.57430 1.47412
C -6.60185 0.08820 1.62412
H -7.20645 -3.23880 1.63362
H -5.22895 2.21520 1.60842
H -7.12495 1.03450 1.63432
O 0.50845 0.85000 1.80112
S 1.75635 0.17450 1.40482
C 2.87925 1.49740 0.75432
C 2.48095 2.14510 -0.52648
C 1.31775 2.90690 -0.59928
C 0.99815 3.58250 -1.76388
C 1.83565 3.50900 -2.86528
C 2.97225 2.72000 -2.81458
C 3.29005 2.03620 -1.65398
C 1.40595 -0.67090 -0.19278
C 2.59775 -1.50940 -0.50658
C 3.05635 -2.39380 0.46612
C 4.18775 -3.15440 0.24962
C 4.87315 -3.04520 -0.94898
C 4.41905 -2.17610 -1.92728
C 3.28885 -1.40680 -1.70658
H 3.86265 1.03410 0.68572
H 2.87955 2.22310 1.56652
H 0.67065 2.97450 0.26282
H 0.10355 4.18530 -1.80328
H 1.60915 4.07290 -3.75728
H 3.62015 2.64670 -3.67578
H 4.18555 1.43280 -1.61078
H 1.18865 0.07530 -0.95498
H 0.52235 -1.28160 0.00092
H 2.51365 -2.47210 1.39772
H 4.53565 -3.82990 1.01692
H 5.75555 -3.64090 -1.12058
H 4.95225 -2.09570 -2.86278
H 2.93725 -0.72760 -2.47058


No. 3
DFT (the ωB97M-V functional and the def2-TZVPD basis) results for 2 unconnected molecules or ions with the total composition C21H17NO3.

Computed properties:
Energy above the lowest of the compared OMol25 structures with the same formula, charge and spin in kcal per mole: 136.2
HOMO in eV: -7.8841
Molar mass in g mol⁻¹: 331.4
E_tot in eV: -29681.5417

Geometry (Å):
O 1.32639 0.06876 3.56014
C 0.22994 -0.03348 3.03206
N -0.84023 -0.17155 2.48700
C 8.89622 2.30221 3.13575
O 7.69229 2.24346 2.29617
C 6.50646 2.12761 2.91913
C 5.39135 1.85086 2.08692
C 4.15811 1.59878 2.65606
C 3.93113 1.64950 4.05864
C 2.58518 1.47158 4.53808
C 2.28658 1.14895 5.91256
C 0.91478 1.17884 6.25400
C 0.45627 0.97268 7.54680
C 1.42019 0.73029 8.54552
O 0.95164 0.60845 9.85636
C 0.96602 1.73780 10.66553
C -0.26535 2.33177 10.97898
C -0.26016 3.54291 11.68092
C 0.94328 4.08800 12.12194
C 2.15179 3.45071 11.86461
C 2.17925 2.25524 11.12914
C 2.78224 0.57138 8.24747
C 3.18846 0.69690 6.91478
C 5.06166 2.00467 4.86210
C 6.32387 2.22911 4.33025
H 9.68824 2.36091 2.40148
H 8.89745 3.19736 3.77629
H 9.00825 1.39146 3.74997
H 5.52048 1.84898 1.01125
H 3.30528 1.34653 2.03260
H 1.81222 2.08006 3.98816
H 0.18246 1.37186 5.46610
H -0.59289 1.07763 7.80730
H -1.19033 1.84894 10.62973
H -1.21256 4.02670 11.88380
H 0.93708 5.00057 12.69358
H 3.09781 3.84510 12.22957
H 3.10957 1.72001 10.89436
H 3.48465 0.41439 9.06731
H 4.23355 0.46908 6.68966
H 4.91489 2.17830 5.94010
H 7.17204 2.48989 4.98428


No. 4
DFT (the ωB97M-V functional and the def2-TZVPD basis) results for a molecular structure, C21H18BrIN5NdO6.

Computed properties:
Energy above the lowest of the compared OMol25 structures with the same formula, charge and spin in kcal per mole: 50.2
⟨S²⟩: 3.753
2S+1: 4
HOMO (spin up / spin down) in eV: -8.4794 / -8.4859
Molar mass in g mol⁻¹: 787.5
E_tot in eV: -135225.3815

Geometry (Å):
Nd -1.42798 0.64960 0.13063
C -0.76920 -0.73345 -4.10668
C 0.31765 0.09072 -3.50781
N 1.50492 -0.06870 -4.09769
C 2.58979 0.39986 -3.45757
C 2.55445 1.23606 -2.34285
C 3.76929 2.09139 -1.94617
O 3.41666 3.45996 -1.95549
C 1.30210 1.30995 -1.70652
C 1.18145 2.14779 -0.51353
N 0.95191 1.63571 0.70608
C 1.60233 2.21943 1.79438
C 2.66486 3.14895 1.57252
C 3.51748 3.41467 2.59813
C 3.23328 2.96955 3.90637
C 2.08215 2.23722 4.16454
C 1.21356 1.88406 3.09890
I -0.33170 0.47555 3.60458
C 0.11271 0.98121 -2.40458
O -1.17950 1.32799 -2.05720
H -0.74265 -0.71926 -5.21419
H -1.65003 -0.30354 -3.65769
H -0.61621 -1.79106 -3.78423
H 3.54921 -0.02330 -3.85994
H 4.60471 1.67388 -2.57729
H 4.03059 1.70067 -0.94498
H 4.22584 3.93938 -2.24469
H 1.33596 3.26728 -0.62629
H 2.70971 3.43499 0.51001
H 4.35904 4.08372 2.47583
H 3.86403 3.26269 4.68265
H 1.78968 1.85732 5.17259
N -4.10049 0.20334 -0.09433
N -4.68963 0.66165 1.10486
C -3.98102 1.78606 1.69829
O -4.64849 2.56272 2.36796
O -2.67891 1.82327 1.52880
H -4.46575 0.71855 -0.90533
H -4.39035 -0.81514 -0.18676
H -5.63179 0.95803 0.85446
Br -3.60243 -6.55026 2.61977
C -2.29695 -5.83066 1.44126
C -1.39870 -6.61513 0.70396
N -0.50373 -6.01525 -0.03115
C -0.55668 -4.62609 -0.15078
C -1.39306 -3.76913 0.53786
C -2.31077 -4.46318 1.42632
C -1.52846 -2.23053 0.56045
O -2.35501 -1.67406 1.33227
O -0.93833 -1.59983 -0.35763
H -1.47782 -7.67848 0.94004
H 0.24404 -4.17813 -0.79325
H -3.06178 -3.92801 1.99108


No. 5
DFT (the ωB97M-V functional and the def2-TZVPD basis) results for C21H18ClFN4O3S2 in the gas phase.

Computed properties:
HOMO in eV: -8.4296
SMILES: CC(=O)NCc1cccc(Cn2nc(NS(=O)(=O)c3ccc(Cl)s3)c3c(F)cccc32)c1
Molar mass in g mol⁻¹: 493.0
E_tot in eV: -71078.5451

Geometry (Å):
O -1.76943 4.40819 -2.38081
O -3.68883 -1.55037 0.68036
O -2.00819 -0.43638 -0.46774
F -0.91457 -4.62953 1.53269
Cl -5.17436 3.68080 3.86563
N 0.69092 -0.56130 1.31599
S -4.45267 1.57760 1.75083
C -1.86308 3.25817 -1.93664
C -0.06811 -1.65369 1.29895
C -4.06131 2.72302 2.99416
C -2.92437 2.28151 3.63922
C -2.14945 1.22454 2.93072
C -2.88294 0.72799 1.83861
C 2.64945 -4.66054 0.64016
C 2.57635 -0.29258 -3.02660
C 1.41301 -5.14991 0.90127
C 3.00948 -3.26667 0.66548
C 1.86870 0.91735 -3.34447
C 2.96328 -0.53607 -1.72033
C 2.10383 1.60491 -1.03809
C 0.37704 -4.21439 1.15297
C 0.73252 -2.84170 1.07031
C 2.02381 -2.43443 0.93257
C 1.52993 1.81355 -2.25487
C 2.77237 0.37926 -0.67908
N -0.67148 2.56486 -1.80241
N 1.91119 -1.03413 1.12818
N -1.45839 -1.77837 1.52316
C -3.22084 2.59375 -1.78916
C 0.58510 2.97934 -2.44734
C 3.00960 -0.10672 0.73841
S -2.48437 -0.71263 0.85488
H -2.61722 2.53940 4.64452
H -1.15980 0.85137 3.24898
H 3.45051 -5.34284 0.40492
H 2.70138 -1.15461 -3.73434
H 1.07996 -6.24581 0.91831
H 4.01924 -2.91497 0.50332
H 1.54405 1.00732 -4.30080
H 3.41927 -1.52947 -1.42701
H 1.91196 2.33728 -0.15785
H -0.81629 1.57885 -1.57440
H -1.70302 -2.69303 1.41211
H -3.78455 3.07001 -0.99690
H -3.71975 2.89106 -2.72467
H -3.15772 1.50159 -1.65466
H 0.42538 3.26363 -3.53319
H 0.91431 3.83170 -1.81752
H 3.07907 0.65653 1.48986
H 3.98902 -0.52346 0.73229


No. 6
DFT (the ωB97M-V functional and the def2-TZVPD basis) results for 3 unconnected molecules or ions with the total composition C21H18F16NO7P.

Computed properties:
HOMO in eV: -9.4413
SMILES: NCc1ccc(P(=O)(O)O)c2c1C(=O)C=CC2=O.FC(F)C(F)(F)COC(F)(F)C(F)F.FC(F)C(F)(F)COC(F)(F)C(F)F
Molar mass in g mol⁻¹: 731.3
E_tot in eV: -90662.2159

Geometry (Å):
N -3.50939 3.56168 -0.28066
C -2.39097 2.71084 0.12309
C -1.32660 2.55049 -0.93439
C -0.27371 3.46093 -0.99333
C 0.73546 3.32164 -1.93415
C 0.73370 2.28217 -2.87549
P 2.20957 2.26898 -3.91540
O 3.38135 2.06339 -3.03633
O 2.25783 3.68291 -4.62258
O 2.16363 1.24580 -5.10155
C -0.33799 1.38602 -2.84313
C -1.34039 1.50590 -1.86620
C -2.40132 0.46166 -1.85448
O -3.54868 0.68577 -1.58013
C -1.92426 -0.88509 -2.23256
C -0.98021 -1.01364 -3.15498
C -0.50602 0.24460 -3.79543
O -0.38732 0.31827 -4.98605
H -4.12787 3.01994 -0.87124
H -3.16731 4.35561 -0.80368
H -1.91195 3.17367 0.98652
H -2.76181 1.75577 0.46778
H -0.23079 4.27586 -0.28673
H 1.54893 4.02986 -1.92408
H 3.01977 4.13477 -4.23816
H 2.36870 0.34786 -4.81678
H -2.37916 -1.72447 -1.73009
H -0.60581 -1.97150 -3.47429
C 5.38528 -1.88998 0.75777
C 3.99106 -2.53678 0.70804
C 3.80166 -3.76043 -0.19099
F 4.02225 -3.46511 -1.48677
F 2.52079 -4.18922 -0.07465
F 3.05888 -1.60414 0.42133
F 3.74223 -2.98699 1.97239
O 5.60869 -0.74063 -0.03302
C 6.02377 -0.82878 -1.33936
C 4.98396 -0.24936 -2.29656
F 3.80551 -0.90417 -2.17166
F 5.41441 -0.41806 -3.57068
F 6.37508 -2.08962 -1.66947
F 7.13172 -0.06694 -1.45680
H 5.47743 -1.52311 1.77870
H 6.17488 -2.63061 0.62693
H 4.47000 -4.57005 0.11473
H 4.82028 0.80915 -2.10875
C -4.55358 -0.93169 2.73789
C -3.01972 -1.00379 2.66355
C -2.33048 -2.22976 3.26552
F -2.55753 -2.32071 4.59012
F -0.99576 -2.11151 3.07534
F -2.48289 0.12780 3.16511
F -2.71458 -1.04010 1.33238
O -5.12752 -0.14678 3.76522
C -5.38637 -0.65837 5.01041
C -4.57514 0.05697 6.09409
F -3.25503 -0.05207 5.85053
F -4.83896 -0.52013 7.28771
F -5.21576 -1.99232 5.05829
F -6.68668 -0.41248 5.27991
H -4.84755 -0.41575 1.82475
H -5.00471 -1.92301 2.68693
H -2.67486 -3.14449 2.77464
H -4.84816 1.11334 6.13097